14
Properties=species:S:1:pos:R:3:mulliken_charge:R:1 method="wB97M-V/def2-TZVPD" charge=-1 e_homo_ev=-3.078 molar_mass_g_mol=119.2
C 1.51634 0.69366 -2.90246 -0.71
C 0.62361 1.10244 -2.00151 0.34
C -0.31944 1.18872 -1.10974 -0.68
C -1.29699 0.13481 1.68446 -1.01
O 0.02690 -1.96269 2.25234 -0.66
O 1.34019 -0.09331 1.08558 -0.60
S 0.10837 -0.94208 1.09565 0.39
H 2.45376 0.34258 -2.73501 0.34
H 1.19244 0.62594 -3.94628 0.20
H -0.68760 0.31648 -0.62509 0.34
H -0.76349 2.13594 -0.83824 0.16
H -1.18728 0.41561 2.74097 0.39
H -1.26859 1.10434 1.17327 0.29
H -2.27535 -0.49366 1.61139 0.19